No. 1
ORCA calculation (wB97M-V/def2-TZVPD) on C5H7NO in the gas phase.

Output
- molar mass (g/mol) = 97.1
- HOMO energy (spin up / spin down) (eV) = -7.0 / -6.7
- gap between HOMO and LUMO (spin up / spin down) (eV) = 6.307 / 5.732
- total energy (eV) = -8832.4447
- spin multiplicity = 1

```
14
Properties=species:S:1:pos:R:3:lowdin_charge:R:1
C -1.32 -1.45 0.14 -0.097
C -0.60 -0.16 -0.15 -0.353
C 0.81 -0.17 -0.57 -0.171
C 1.73 0.76 0.12 -0.069
O 1.30 1.62 0.96 0.144
C -1.19 1.09 -0.03 -0.324
N -1.51 2.22 0.12 0.099
H -2.37 -1.25 0.39 0.076
H -0.88 -2.00 0.99 0.068
H -1.31 -2.13 -0.72 0.070
H 0.32 1.50 1.09 0.107
H 1.28 -1.16 -0.59 0.143
H 0.99 0.23 -1.60 0.163
H 2.77 0.90 -0.17 0.144
```

No. 2
ORCA calculation (wB97M-V/def2-TZVPD) on 2 unconnected molecules or ions with the total composition H2OS2.

Output
- SMILES = O=S.S
- molar mass (g/mol) = 82.1
- HOMO energy (eV) = -9.1
- gap between HOMO and LUMO (eV) = 6.328
- total energy (eV) = -23746.0696
- spin multiplicity = 1

```
5
Properties=species:S:1:pos:R:3:lowdin_charge:R:1
O -0.39 -0.40 -0.91 -0.843
S -1.71 0.12 -0.44 0.765
S 1.01 0.57 0.69 0.525
H -0.21 0.06 0.91 -0.284
H 1.29 -0.35 -0.25 -0.164
```

No. 3
ORCA calculation (wB97M-V/def2-TZVPD) on a molecular structure, C16H40GaINO4S3.

Output
- molar mass (g/mol) = 603.3
- charge = -1
- HOMO energy (eV) = -4.9
- gap between HOMO and LUMO (eV) = 6.634
- total energy (eV) = -119897.8506
- spin multiplicity = 1

```
66
Properties=species:S:1:pos:R:3:lowdin_charge:R:1
C 0.03 -2.21 -5.66 -0.134
O 0.98 -2.32 -4.54 -0.292
C 1.56 -3.67 -4.42 -0.224
C 2.36 -3.91 -3.01 -0.194
C 1.68 -5.02 -2.01 -0.213
C 1.28 -4.47 -0.52 -0.252
C 2.41 -3.53 0.20 -0.298
C 1.58 -2.23 0.84 -0.352
Ga 1.16 -0.95 -0.74 -0.005
I 3.41 0.33 -1.31 0.130
C -0.43 0.35 -0.37 -0.279
C -1.10 0.67 -1.87 -0.388
C -0.23 1.55 -2.99 -0.080
N -2.34 0.13 -2.10 0.018
H -0.61 -1.21 -5.53 0.100
H 0.64 -2.06 -6.67 0.096
H -0.75 -3.08 -5.72 0.095
H 0.72 -4.46 -4.57 0.112
H 2.37 -3.77 -5.29 0.126
H 2.55 -2.86 -2.53 0.058
H 3.44 -4.33 -3.29 0.113
H 2.37 -5.98 -1.97 0.105
H 0.66 -5.38 -2.52 0.105
H 0.21 -3.95 -0.50 0.104
H 1.16 -5.44 0.17 0.104
H 2.93 -4.09 1.12 0.096
H 3.28 -3.17 -0.49 0.081
H 2.20 -1.71 1.71 0.041
H 0.59 -2.64 1.34 0.050
H 0.67 -1.90 -1.97 -0.016
H -0.05 1.41 0.02 0.042
H -1.20 -0.09 0.39 0.057
H -0.68 2.60 -3.20 0.072
H -0.18 0.91 -3.99 0.081
H 0.89 1.65 -2.61 0.027
H -2.70 -0.41 -1.28 0.023
C -4.69 1.90 -3.69 -0.281
S -5.47 0.84 -4.93 0.801
O -4.88 1.19 -6.26 -0.572
C -7.10 1.62 -4.84 -0.291
H -3.64 1.61 -3.60 0.012
H -4.75 2.94 -4.00 0.053
H -5.18 1.75 -2.72 0.052
H -7.02 2.69 -5.07 0.051
H -7.51 1.49 -3.83 0.046
H -7.76 1.14 -5.56 0.042
C 2.56 2.04 2.81 -0.254
S 0.85 1.45 2.79 0.791
O -0.01 2.57 2.30 -0.561
C 0.66 1.36 4.59 -0.276
H 2.89 2.20 1.78 0.032
H 2.62 2.98 3.37 0.053
H 3.20 1.28 3.28 0.056
H 0.84 2.34 5.03 0.023
H 1.36 0.63 4.99 0.056
H -0.36 1.04 4.81 0.049
C 1.82 3.73 9.66 -0.278
S 1.13 3.02 8.15 0.802
O 2.29 2.64 7.27 -0.558
C 0.45 4.57 7.51 -0.268
H 2.33 2.94 10.22 0.049
H 2.53 4.52 9.42 0.056
H 1.01 4.13 10.28 0.049
H 1.25 5.31 7.40 0.059
H -0.31 4.94 8.19 0.051
H 0.00 4.38 6.53 0.048
```

No. 4
ORCA calculation (wB97M-V/def2-TZVPD) on a molecular structure, C15H23O10PV.

Output
- molar mass (g/mol) = 445.3
- charge = +1
- HOMO energy (eV) = -13.0
- gap between HOMO and LUMO (eV) = 4.600
- total energy (eV) = -71366.5569
- spin multiplicity = 1

```
50
Properties=species:S:1:pos:R:3:lowdin_charge:R:1
C -5.10 -2.91 0.89 -0.067
C -3.71 -3.36 0.37 -0.284
O -2.68 -2.53 0.95 -0.195
P -1.33 -2.43 0.08 0.536
O -1.56 -2.31 -1.37 -0.266
C -0.50 -0.87 0.62 -0.170
C 1.04 -1.15 0.63 -0.141
C 1.92 0.02 0.93 -0.058
C 1.74 1.36 1.24 0.034
C 0.43 2.09 1.22 -0.053
C 0.51 3.63 1.43 -0.144
O 1.78 4.18 1.13 -0.011
C 1.93 4.62 -0.16 -0.494
O 2.78 4.13 -0.81 0.149
C 1.09 5.75 -0.75 -0.115
C 0.13 5.10 -1.82 -0.066
C 3.13 1.79 1.73 -0.345
O 3.29 2.59 2.56 0.260
O 4.13 0.84 1.46 0.196
C 3.41 -0.11 0.80 -0.406
O 3.85 -0.72 -0.12 0.188
O -0.27 -3.62 0.39 -0.217
C -0.65 -4.91 -0.15 -0.251
C -0.15 -5.15 -1.59 -0.071
H -5.13 -2.91 1.98 0.080
H -5.84 -3.64 0.53 0.085
H -5.38 -1.95 0.44 0.081
H -3.75 -3.33 -0.72 0.118
H -3.59 -4.40 0.71 0.113
H -0.88 -0.70 1.64 0.102
H -0.75 -0.03 -0.03 0.089
H 1.12 -1.76 1.56 0.154
H 1.40 -1.82 -0.16 0.133
H -0.41 1.60 1.73 0.138
H 0.15 2.03 0.14 0.118
H -0.25 4.12 0.79 0.127
H 0.23 3.83 2.47 0.142
H 1.75 6.45 -1.28 0.127
H 0.54 6.31 0.02 0.119
H -0.78 5.71 -1.86 0.082
H -0.09 4.05 -1.56 0.061
H 0.62 5.12 -2.80 0.081
H -1.72 -5.14 -0.07 0.100
H -0.13 -5.66 0.47 0.125
H 0.94 -5.22 -1.65 0.079
H -0.57 -4.44 -2.31 0.066
H -0.54 -6.15 -1.87 0.087
O 1.70 0.88 -1.21 -0.335
V 2.60 0.69 -2.65 1.275
O 3.58 0.33 -3.96 -0.358
```

No. 5
ORCA calculation (wB97M-V/def2-TZVPD) on 14 unconnected molecules or ions with the total composition H26O17S.

Output
- molar mass (g/mol) = 330.3
- charge = -2
- HOMO energy (eV) = -4.5
- gap between HOMO and LUMO (eV) = 9.672
- total energy (eV) = -46068.1661
- spin multiplicity = 1

```
44
Properties=species:S:1:pos:R:3:lowdin_charge:R:1
S 0.13 0.01 0.15 0.500
O -1.05 -0.58 -0.57 -0.393
O -0.12 1.39 0.35 -0.319
O 0.23 -0.67 1.45 -0.338
O 1.33 -0.22 -0.65 -0.328
O 1.08 2.98 1.91 -0.092
H 1.62 2.41 2.47 0.007
H 0.53 2.33 1.40 -0.033
O 2.59 1.84 -1.79 -0.031
H 2.20 1.10 -1.37 -0.041
H 1.93 2.21 -2.36 0.007
O -0.88 -1.72 -2.90 -0.039
H 0.03 -1.76 -2.77 -0.064
H -1.18 -1.39 -2.07 -0.045
O 1.52 -2.68 2.56 -0.053
H 1.07 -1.97 2.09 -0.039
H 1.06 -3.44 2.22 0.019
O -3.56 -0.20 -0.58 -0.079
H -3.78 0.11 0.34 0.048
H -2.63 -0.42 -0.51 -0.053
O 1.20 0.59 3.50 -0.093
H 0.81 0.01 2.82 -0.028
H 0.44 1.21 3.63 0.061
O -1.61 1.30 -2.36 -0.034
H -0.82 1.25 -2.91 0.043
H -1.49 0.63 -1.72 -0.068
O -0.04 3.58 -0.78 -0.088
H 0.04 3.42 -1.72 0.008
H -0.04 2.67 -0.40 -0.048
O 1.73 -1.52 -2.74 -0.054
H 1.62 -1.06 -1.89 -0.029
H 2.28 -2.24 -2.45 0.042
O -1.59 -3.10 -0.16 -0.071
H -1.38 -2.15 -0.29 -0.033
H -1.86 -3.47 -0.99 0.008
O -1.81 -1.92 2.47 -0.050
H -0.94 -1.55 2.18 -0.019
H -2.36 -1.19 2.36 -0.017
O -2.26 2.55 1.18 -0.085
H -1.43 2.15 0.87 -0.040
H -2.85 2.70 0.41 0.050
O 3.75 -0.82 -0.11 -0.079
H 3.63 -1.79 -0.01 0.032
H 2.83 -0.57 -0.29 -0.043
```

No. 6
ORCA calculation (wB97M-V/def2-TZVPD) on a molecular structure, C8H6HoNO5.

Output
- molar mass (g/mol) = 361.1
- charge = +2
- HOMO energy (spin up / spin down) (eV) = -15.7 / -15.7
- gap between HOMO and LUMO (spin up / spin down) (eV) = 6.246 / 6.352
- total energy (eV) = -45899.1307
- ⟨S²⟩ = 6.008
- spin multiplicity = 5

```
21
Properties=species:S:1:pos:R:3:lowdin_charge:R:1
O 0.49 0.01 -4.88 0.204
C 0.31 0.08 -3.73 -0.078
Ho -0.25 0.22 -1.42 1.433
O -2.97 0.93 -3.97 0.206
C -2.17 0.73 -3.16 0.032
C -2.08 -0.91 -0.42 0.001
O -2.84 -1.65 0.04 0.221
C 0.64 -2.63 -1.39 -0.094
O 1.18 -1.78 -0.58 -0.056
C -0.32 -2.01 -2.36 -0.463
O -1.08 -2.65 -3.06 0.091
H 0.78 -3.74 -1.42 0.170
C 0.95 0.96 3.84 -0.053
C 1.05 2.07 2.77 -0.172
C 0.67 1.61 1.46 -0.072
N 0.38 1.35 0.36 0.028
H -0.06 0.54 3.80 0.089
H 1.18 1.35 4.85 0.106
H 1.66 0.15 3.57 0.095
H 0.40 2.93 3.02 0.156
H 2.08 2.44 2.69 0.157
```

Number 1: largest force on an atom 0.9 eV/A. Number 2: largest force on an atom 3.9 eV/A. Number 3: largest force on an atom 4.6 eV/A. Number 4: largest force on an atom 4.1 eV/A. Number 5: largest force on an atom 3.7 eV/A. Number 6: largest force on an atom 6.4 eV/A.